Version 1
Here is C5H7NS in the gas phase from the Open Molecules 2025 dataset. Energies are from ωB97M-V/def2-TZVPD.

Computed properties:
* SMILES string: [H]/N=C1/C=C(C)CS1
* frontier orbital gap: 9.68 eV

```
! wB97M-V def2-TZVPD RIJCOSX def2/J DEFGRID3
* xyz 0 1
C -0.19 1.06 0.26
C 0.56 -0.05 0.11
C -1.79 0.62 0.08
C -0.03 -1.39 0.26
C 2.01 0.02 -0.17
N -2.74 1.40 -0.04
S -1.82 -1.24 -0.11
H -0.07 2.06 0.14
H 0.59 -2.02 -0.45
H -0.07 -1.95 1.25
H 2.12 0.00 -1.28
H 2.80 -0.73 0.13
H 2.26 1.10 0.21
H -3.64 1.10 -0.36
*
```

Here are the Löwdin charges for atoms 1 to 2, given in e: number 1, C, carries 0.0318; number 2, C, carries -0.4390

---

Version 2
Here is C5H7NS in the gas phase from the Open Molecules 2025 dataset. Energies are from ωB97M-V/def2-TZVPD.

Computed properties:
* SMILES string: C[C@H]1S[C@H]1C=C=N
* frontier orbital gap: 9.52 eV

```
! wB97M-V def2-TZVPD RIJCOSX def2/J DEFGRID3
* xyz 0 1
C 1.17 0.88 -0.59
C 0.40 1.11 0.68
C 0.64 0.50 -1.73
C -0.56 0.13 1.16
C -0.81 -1.12 0.49
N 0.03 0.08 -2.72
S 1.06 0.10 2.08
H 2.23 0.68 -0.36
H 0.26 2.14 0.81
H -1.27 0.64 1.88
H -1.55 -0.86 -0.33
H -1.32 -1.92 1.12
H 0.21 -1.54 0.08
H -0.50 -0.80 -2.58
*
```

Here are the Löwdin charges for atoms 1 to 2, given in e: number 1, C, carries -0.1501; number 2, C, carries -0.5521

---

Version 3
Here is C5H7NS in the gas phase from the Open Molecules 2025 dataset. Energies are from ωB97M-V/def2-TZVPD.

Computed properties:
* SMILES string: CC1=N[C@@H]2C[C@@H]2S1
* frontier orbital gap: 9.10 eV

```
! wB97M-V def2-TZVPD RIJCOSX def2/J DEFGRID3
* xyz 0 1
C -0.35 0.95 0.00
C 1.33 -1.64 0.04
C -0.10 -1.27 0.35
C 0.39 -1.39 -1.04
C -0.95 2.23 0.43
N -0.36 -0.02 0.80
S 0.16 0.70 -1.66
H 2.20 -0.89 0.25
H 1.73 -2.59 0.20
H -0.90 -1.93 0.70
H 0.12 -2.10 -1.77
H -1.63 2.73 -0.28
H -0.17 3.06 0.59
H -1.47 2.17 1.42
*
```

Here are the Löwdin charges for atoms 1 to 2, given in e: number 1, C, carries -0.7476; number 2, C, carries -0.1037

---

Stability order, top to bottom: version 1, version 3, version 2

---

Version 1
Here is C7H12N2O5 in the gas phase from the Open Molecules 2025 dataset. Energies are from ωB97M-V/def2-TZVPD.

Computed properties:
* SMILES string: C[C@H](NC(=O)[C@@H](N)CC(=O)O)C(=O)O
* frontier orbital gap: 10.15 eV

```
! wB97M-V def2-TZVPD RIJCOSX def2/J DEFGRID3
* xyz 0 1
C -1.29 -0.07 -0.30
C -0.02 0.76 -0.57
C -2.63 0.52 -0.10
C -3.85 -0.59 -0.25
C 2.35 0.27 -0.27
C 3.29 -0.90 -0.45
C 2.49 1.22 0.94
H -1.22 -0.95 1.65
H -1.82 -1.83 0.49
H -1.36 -0.75 -1.19
H -3.12 1.35 -0.70
H -2.77 0.73 1.05
H -4.78 1.01 -0.47
H 0.84 -1.01 -0.09
H 2.67 1.03 -1.03
H 3.48 1.69 0.97
H 1.74 1.99 0.66
H 2.20 0.78 1.89
H 4.99 -1.59 -0.22
N -1.11 -1.23 0.70
N 0.98 -0.05 -0.32
O 0.24 1.96 -0.85
O -3.75 -1.78 -0.01
O -5.03 0.10 -0.50
O 2.87 -1.94 -0.85
O 4.60 -0.72 -0.18
*
```

Here are the Löwdin charges for atoms 1 to 2, given in e: number 1, C, carries -0.2487; number 2, C, carries -0.4104

---

Version 2
Here is C7H12N2O5 in the gas phase from the Open Molecules 2025 dataset. Energies are from ωB97M-V/def2-TZVPD.

Computed properties:
* SMILES string: C[C@H](N)C(=O)N[C@@H](CC(=O)O)C(=O)O
* frontier orbital gap: 10.25 eV

```
! wB97M-V def2-TZVPD RIJCOSX def2/J DEFGRID3
* xyz 0 1
C -2.62 -1.30 -1.47
C -1.06 -0.94 -1.28
C -3.22 -0.73 -2.81
C 0.65 -0.11 0.31
C 1.47 -0.68 1.54
C 0.33 1.38 0.58
C 1.68 2.15 0.54
H -3.81 -0.22 -0.07
H -4.07 -1.82 -0.18
H -2.65 -2.38 -1.82
H -3.17 0.43 -2.74
H -2.63 -1.18 -3.63
H -4.25 -1.11 -3.00
H -1.32 -0.65 0.65
H 1.33 -0.10 -0.62
H -0.14 1.56 1.53
H -0.11 1.89 -0.35
H 2.68 3.64 1.22
H 0.66 -2.41 1.16
N -3.28 -1.13 -0.17
N -0.55 -0.95 -0.01
O -0.27 -0.85 -2.16
O 2.20 0.03 2.25
O 2.74 1.76 -0.04
O 1.69 3.35 1.21
O 1.26 -2.01 1.82
*
```

Here are the Löwdin charges for atoms 1 to 2, given in e: number 1, C, carries -0.3479; number 2, C, carries -0.4566

---

Stability order, top to bottom: version 2, version 1

---

Version 1
Here is 2 unconnected molecules or ions with the total composition CH7NO from the Open Molecules 2025 dataset. Energies are from ωB97M-V/def2-TZVPD.

Computed properties:
* SMILES string: CN.O
* frontier orbital gap: 10.77 eV

```
! wB97M-V def2-TZVPD RIJCOSX def2/J DEFGRID3
* xyz 0 1
C -0.09 -0.32 1.08
H -1.16 -1.57 -0.20
H -2.00 -0.38 0.17
H -0.31 0.75 1.53
H -0.08 -1.32 1.97
H 1.00 -0.42 0.70
H 0.82 1.17 -0.99
H 1.31 1.22 -2.57
N -1.09 -0.55 -0.08
O 1.60 1.43 -1.60
*
```

Here are the Löwdin charges for atoms 1 to 2, given in e: number 1, C, carries -0.2033; number 2, H, carries 0.0523

---

Version 2
Here is a molecular structure, CH7NO from the Open Molecules 2025 dataset. Energies are from ωB97M-V/def2-TZVPD.

Computed properties:
* frontier orbital gap: 9.88 eV

```
! wB97M-V def2-TZVPD RIJCOSX def2/J DEFGRID3
* xyz 0 1
C -1.11 -0.74 -0.05
H -1.98 1.18 -0.69
H -1.76 0.76 0.85
H -0.47 -0.78 0.99
H -2.09 -1.10 0.12
H -0.72 -1.24 -0.94
H 2.26 1.18 -0.12
H 4.10 0.14 -0.13
N -1.12 0.71 -0.03
O 2.89 -0.11 0.01
*
```

Here are the Löwdin charges for atoms 1 to 2, given in e: number 1, C, carries -0.2521; number 2, H, carries 0.1244

---

Version 3
Here is 2 unconnected molecules or ions with the total composition CH7NO from the Open Molecules 2025 dataset. Energies are from ωB97M-V/def2-TZVPD.

Computed properties:
* SMILES string: CO.N
* frontier orbital gap: 10.33 eV

```
! wB97M-V def2-TZVPD RIJCOSX def2/J DEFGRID3
* xyz 0 1
C 1.44 -0.46 0.51
H -2.32 0.69 -0.18
H -0.98 1.16 -1.04
H -1.87 -0.06 -1.52
H 1.77 0.42 -0.08
H 1.34 -1.27 -0.21
H 2.27 -0.64 1.16
H -0.40 0.10 0.69
N -1.53 0.33 -0.64
O 0.29 -0.27 1.33
*
```

Here are the Löwdin charges for atoms 1 to 2, given in e: number 1, C, carries -0.1975; number 2, H, carries 0.0108

---

Stability order, top to bottom: version 3, version 1, version 2

---

Version 1
Here is 2 unconnected molecules or ions with the total composition ClH2PS from the Open Molecules 2025 dataset. Energies are from ωB97M-V/def2-TZVPD.

Computed properties:
* SMILES string: P=S.Cl
* frontier orbital gap: 7.48 eV

```
! wB97M-V def2-TZVPD RIJCOSX def2/J DEFGRID3
* xyz 0 1
P 1.83 0.62 0.13
S 3.41 -0.41 -0.07
Cl -3.29 -0.65 0.22
H 0.87 -0.10 -0.73
H -2.82 0.54 0.45
*
```

Here are the Löwdin charges for atoms 1 to 2, given in e: number 1, P, carries 0.1926; number 2, S, carries 0.0003

---

Version 2
Here is ClH2PS in the gas phase from the Open Molecules 2025 dataset. Energies are from ωB97M-V/def2-TZVPD.

Computed properties:
* SMILES string: PSCl
* frontier orbital gap: 8.44 eV

```
! wB97M-V def2-TZVPD RIJCOSX def2/J DEFGRID3
* xyz 0 1
P -1.10 0.66 -0.30
S 0.13 -1.42 -0.63
Cl 1.41 -1.27 0.89
H -0.34 0.51 0.82
H -0.10 1.51 -0.78
*
```

Here are the Löwdin charges for atoms 1 to 2, given in e: number 1, P, carries 0.5431; number 2, S, carries -0.0732

---

Stability order, top to bottom: version 1, version 2

---

Version 1
Here is 2 unconnected molecules or ions with the total composition C8H15NO3 from the Open Molecules 2025 dataset. Energies are from ωB97M-V/def2-TZVPD.

Computed properties:
* SMILES string: C=CC(=O)CO.CC/C=N/OC
* frontier orbital gap: 9.25 eV

```
! wB97M-V def2-TZVPD RIJCOSX def2/J DEFGRID3
* xyz 0 1
C -2.36 1.89 2.38
C -0.89 2.20 2.19
C 0.11 1.25 2.72
C 1.44 1.53 2.62
C 0.41 1.06 -1.01
C 1.36 0.20 -1.87
C 1.12 -1.25 -1.58
C 0.23 -4.08 -3.18
H -3.52 0.37 2.87
H -2.77 2.65 3.06
H -2.86 2.06 1.40
H -0.25 0.29 3.10
H 2.17 0.77 2.90
H 1.71 2.52 2.30
H -0.08 0.42 -0.24
H 0.92 1.91 -0.56
H -0.40 1.49 -1.57
H 1.28 0.37 -2.96
H 2.39 0.44 -1.58
H 1.07 -1.55 -0.54
H -0.45 -3.49 -3.80
H -0.26 -5.00 -2.86
H 1.12 -4.34 -3.76
N 1.02 -2.13 -2.48
O -2.56 0.57 2.86
O -0.56 3.20 1.58
O 0.62 -3.36 -2.00
*
```

Here are the Löwdin charges for atoms 1 to 2, given in e: number 1, C, carries -0.1791; number 2, C, carries -0.4129

---

Version 2
Here is C8H15NO3 in the gas phase from the Open Molecules 2025 dataset. Energies are from ωB97M-V/def2-TZVPD.

Computed properties:
* SMILES string: CC(=O)N[C@@H](CC(C)C)C(=O)O
* frontier orbital gap: 10.40 eV

```
! wB97M-V def2-TZVPD RIJCOSX def2/J DEFGRID3
* xyz 0 1
C -2.27 -2.46 -0.54
C -1.42 -1.53 0.30
O -1.23 -1.67 1.48
N -0.86 -0.53 -0.42
H -1.17 -0.35 -1.37
C -0.16 0.56 0.21
C -0.90 1.86 -0.09
O -1.74 1.98 -0.94
O -0.49 2.87 0.68
H -0.97 3.68 0.46
H -0.19 0.38 1.29
C 1.30 0.71 -0.25
H 1.68 1.63 0.20
C 2.20 -0.46 0.16
C 3.65 0.01 0.23
H 3.98 0.40 -0.73
H 3.77 0.80 0.98
H 4.31 -0.82 0.51
C 2.09 -1.63 -0.82
H 2.37 -1.31 -1.82
H 1.07 -2.02 -0.84
H 2.75 -2.44 -0.52
H 1.89 -0.81 1.15
H 1.32 0.83 -1.33
H -1.71 -2.83 -1.39
H -3.15 -1.93 -0.90
H -2.59 -3.30 0.07
*
```

Here are the Löwdin charges for atoms 1 to 2, given in e: number 1, C, carries 0.0054; number 2, C, carries -0.5404

---

Stability order, top to bottom: version 2, version 1

---

Version 1
Here is C6H15OP in the gas phase from the Open Molecules 2025 dataset. Energies are from ωB97M-V/def2-TZVPD.

Computed properties:
* SMILES string: CC(C)P[C@@H](C)CO
* frontier orbital gap: 9.54 eV

```
! wB97M-V def2-TZVPD RIJCOSX def2/J DEFGRID3
* xyz 0 1
C -2.25 -0.34 -0.37
C -1.77 2.11 0.27
C 2.98 0.06 -0.22
C 1.25 -1.85 0.14
C -1.18 0.62 0.13
C 1.60 -0.37 0.18
O -2.02 -1.57 0.29
P 0.38 0.69 -0.86
H -2.39 -2.28 -0.19
H -3.26 -0.09 -0.18
H -2.29 -0.33 -1.53
H -2.11 2.49 -0.61
H -1.14 2.74 0.74
H -2.61 2.11 0.85
H 3.12 1.04 -0.36
H 3.69 -0.29 0.56
H 3.24 -0.32 -1.19
H 1.84 -2.53 0.56
H 1.20 -2.14 -0.84
H 0.25 -2.03 0.53
H -0.94 0.35 1.20
H 1.53 -0.14 1.39
H 0.88 2.05 -0.48
*
```

Here are the Löwdin charges for atoms 1 to 2, given in e: number 1, C, carries -0.3170; number 2, C, carries -0.1004

---

Version 2
Here is C6H15OP in the gas phase from the Open Molecules 2025 dataset. Energies are from ωB97M-V/def2-TZVPD.

Computed properties:
* SMILES string: C=[P@@H](C)OC(C)(C)C
* frontier orbital gap: 8.31 eV

```
! wB97M-V def2-TZVPD RIJCOSX def2/J DEFGRID3
* xyz 0 1
C 0.56 0.57 -3.42
C -1.17 -0.05 1.65
C 1.38 0.42 1.30
C -0.33 2.18 1.10
C 0.39 -2.23 -1.36
C -0.10 0.65 0.83
O -0.12 0.40 -0.61
P -0.36 -0.58 -1.82
H 0.02 1.56 -3.20
H 0.06 0.14 -4.30
H -1.71 -0.73 1.02
H -0.85 -0.45 2.56
H -1.80 0.73 2.03
H 1.39 -0.64 1.42
H 1.70 0.70 2.35
H 2.12 0.79 0.66
H -1.26 2.42 0.66
H -0.37 2.33 2.22
H 0.40 2.87 0.63
H 0.15 -3.00 -2.18
H 1.39 -2.15 -1.13
H -0.18 -2.63 -0.54
H -1.63 -1.12 -1.50
*
```

Here are the Löwdin charges for atoms 1 to 2, given in e: number 1, C, carries -0.1810; number 2, C, carries -0.0191

---

Stability order, top to bottom: version 1, version 2